Here is a single C5H13NO molecule from the OMol25 dataset. Energies are from ωB97M-V/def2-TZVPD.

Atoms and positions in Å:
C: -0.737 -1.342 0.593
O: -0.096 -2.551 0.159
C: -0.748 -0.247 -0.530
C: -0.390 1.101 0.108
C: 1.127 1.430 0.070
C: 2.096 0.321 0.483
N: -2.059 -0.260 -1.153
H: -1.733 -1.662 0.831
H: -0.168 -0.921 1.407
H: -0.304 -2.685 -0.770
H: 0.039 -0.621 -1.182
H: -0.833 1.923 -0.459
H: -0.743 1.217 1.137
H: 1.341 1.696 -0.964
H: 1.290 2.308 0.687
H: 3.112 0.689 0.453
H: 2.036 -0.532 -0.195
H: 1.860 -0.047 1.485
H: -2.824 -0.413 -0.511
H: -2.265 0.596 -1.648

Values from the calculation:
Gap between HOMO and LUMO   10.39 eV
SMILES   CCC[C@H](N)CO
E_LUMO   1.081 eV
E_HOMO   -0.34226 hartree
Energy relative to the best compared isomer or geometry (same formula, charge and spin)   26.81 kcal per mole
Electronic energy   -328.27613 Ha

List of Mulliken charges in e, atom by atom: C -0.556; O -0.554; C 0.303; C -0.937; C -0.349; C -1.175; N -0.700; H 0.414; H 0.215; H 0.327; H 0.354; H 0.265; H 0.325; H 0.277; H 0.359; H 0.392; H 0.285; H 0.271; H 0.232; H 0.255